1.
Formula: C24H36N4O5S
Source: the Open Molecules 2025 dataset
Level of theory: ωB97M-V/def2-TZVPD

Geometry as XYZ:
```
70
Properties=species:S:1:pos:R:3:forces:R:3:nbo_charge:R:1
C 2.43295 1.91035 3.55856 -0.109 -0.386 0.193 -0.640
C 2.52842 0.69382 4.47213 0.406 0.453 0.034 -0.059
O 1.36797 -0.11476 4.42304 -0.078 -0.285 -0.018 -0.502
C 0.99699 -0.78720 3.29293 -0.121 -0.031 -0.112 0.218
C -0.34626 -1.14939 3.26914 0.278 0.015 -0.097 -0.222
C -0.89030 -1.88700 2.23867 0.102 -0.041 -0.083 -0.257
C -0.08194 -2.28362 1.18138 0.203 0.127 0.192 0.152
C 1.26131 -1.92896 1.18134 0.130 -0.016 -0.187 -0.352
C 1.81722 -1.19393 2.22096 -0.147 0.151 0.235 0.322
O 3.13944 -0.84969 2.24884 -0.246 0.044 0.230 -0.535
C 3.98455 -1.24805 1.18525 0.334 -0.067 -0.229 -0.063
C 5.37204 -0.69920 1.48104 -0.446 -0.120 0.017 -0.618
H 5.33740 0.38473 1.55382 0.035 0.118 -0.015 0.210
H 5.73938 -1.09833 2.42274 0.076 -0.039 0.076 0.213
H 6.05515 -0.98110 0.68534 0.096 -0.017 -0.077 0.217
H 3.61388 -0.84600 0.23385 -0.036 -0.091 0.077 0.177
H 4.01382 -2.34314 1.11759 -0.080 0.112 -0.042 0.181
H 1.86597 -2.25458 0.35378 0.090 -0.024 -0.030 0.265
N -0.65954 -3.02592 0.14548 -0.336 -0.151 0.305 -0.614
C -0.11377 -3.41475 -1.04029 -0.260 -0.539 0.002 0.716
O 1.06636 -3.43416 -1.29818 0.297 -0.053 -0.031 -0.615
C -1.17364 -3.97923 -2.00336 0.343 0.118 -0.164 -0.298
N -2.39386 -3.20132 -1.95539 0.030 -0.457 0.103 -0.426
C -2.25578 -1.85183 -2.06567 -0.029 0.630 0.016 0.404
N -0.99069 -1.42765 -2.16115 -0.205 -0.090 -0.362 -0.488
C -0.73526 -0.13705 -2.15309 -0.065 0.238 0.029 0.113
C -1.72155 0.81775 -2.01094 -0.141 0.573 0.025 -0.420
C -3.04498 0.39726 -1.96391 0.150 0.068 -0.021 -0.124
C -3.33380 -0.94877 -2.01327 0.082 -0.134 -0.056 -0.313
H -4.35408 -1.29303 -1.99549 -0.113 -0.031 0.031 0.224
H -3.82213 1.14147 -1.88376 -0.148 0.023 0.031 0.247
S -1.32066 2.56015 -1.90963 0.242 -0.294 -0.108 2.355
O -0.79864 2.95457 -3.18778 0.208 -0.131 0.071 -0.941
O -2.49554 3.23077 -1.42652 0.075 -0.264 0.172 -0.951
N -0.09651 2.65414 -0.80601 -0.911 0.047 -0.916 -0.718
C 1.26746 2.74281 -1.29162 0.598 0.096 -0.367 -0.046
C 2.17925 1.67560 -0.67695 -0.246 0.156 -0.086 -0.625
H 2.52398 1.97938 0.30915 0.064 -0.029 0.129 0.201
H 3.05262 1.53826 -1.30975 0.123 -0.023 -0.028 0.219
H 1.65850 0.72533 -0.58328 0.009 -0.151 0.033 0.217
C 1.85553 4.14136 -1.09234 -0.208 -0.261 -0.169 -0.618
H 1.96552 4.36965 -0.03437 0.031 0.044 0.139 0.200
H 2.83385 4.19781 -1.56300 0.142 0.038 -0.003 0.214
H 1.20376 4.87996 -1.55092 -0.022 0.126 -0.032 0.223
H 1.17855 2.56492 -2.36645 0.251 0.032 0.149 0.238
C -0.39206 2.74340 0.61455 -0.565 0.024 0.559 -0.044
C -0.98567 4.10107 0.99536 0.180 -0.125 0.028 -0.626
H -1.92303 4.24931 0.46915 -0.051 0.061 0.078 0.239
H -0.30676 4.90535 0.72620 0.068 0.131 -0.003 0.208
H -1.16494 4.13685 2.06752 -0.006 0.035 0.137 0.205
C -1.32437 1.60945 1.03814 0.302 0.072 0.161 -0.616
H -2.29997 1.74459 0.58007 -0.157 -0.043 0.058 0.215
H -0.91804 0.64515 0.73899 0.019 -0.123 0.031 0.215
H -1.43889 1.60958 2.11937 -0.051 -0.002 0.107 0.217
H 0.56038 2.61637 1.13854 -0.023 -0.033 -0.150 0.210
H 0.30314 0.13679 -2.26074 0.189 0.090 0.020 0.204
C -3.67409 -3.84593 -2.11574 -0.187 0.108 -0.003 -0.403
H -4.10904 -3.64359 -3.09920 -0.045 -0.027 0.002 0.198
H -3.54916 -4.92104 -2.01076 -0.002 0.036 0.014 0.216
H -4.37498 -3.50616 -1.34927 -0.066 -0.049 -0.035 0.200
H -1.39438 -5.00875 -1.71183 -0.032 0.069 -0.025 0.219
H -0.72570 -3.98012 -3.00323 0.068 -0.023 0.162 0.225
H -1.66314 -3.12037 0.22436 0.168 0.026 -0.174 0.400
H -1.93813 -2.14803 2.25538 -0.139 -0.041 0.001 0.207
H -0.95643 -0.83692 4.10143 -0.063 0.062 0.106 0.227
H 3.42434 0.11288 4.23871 -0.150 0.094 0.131 0.190
H 2.57297 1.01263 5.51790 0.040 -0.041 -0.142 0.184
H 2.42216 1.59120 2.52003 0.023 0.017 -0.133 0.207
H 3.28993 2.55879 3.71941 0.105 0.099 -0.018 0.215
H 1.52126 2.46632 3.76675 -0.072 0.099 0.030 0.209
```
Forces are in eV/Å.

Calculated values
HOMO energy	-7.702	eV

=====

2.
Formula: C4H11N4
Source: the Open Molecules 2025 dataset
Level of theory: ωB97M-V/def2-TZVPD

Geometry as XYZ:
```
19
Properties=species:S:1:pos:R:3:forces:R:3:nbo_charge:R:1
C -1.24765 1.55841 -2.22947 -1.036 -0.320 1.428 0.563
C 0.71143 -1.54458 2.10582 -0.079 0.042 2.527 -0.069
C -0.08581 -2.19324 -0.01053 0.476 -0.306 -0.048 -0.444
C 1.16944 1.13735 1.33285 1.613 -1.190 -3.165 -0.444
N -0.72831 0.91009 -1.42360 -0.464 0.803 -1.639 -0.502
N 0.42322 -1.19622 0.91622 1.077 1.103 -0.318 -0.047
N -1.99563 2.22836 -3.06703 1.186 0.535 -2.267 -0.841
N 0.77481 0.04019 0.38410 1.510 -0.911 2.231 -0.416
H 0.49452 -2.54350 2.59472 0.183 1.251 -1.383 0.245
H 1.10072 -0.76828 2.77811 -0.050 -0.474 -0.382 0.219
H 0.61301 -2.16798 -0.84502 -1.183 0.465 -0.885 0.256
H 0.08875 -3.17601 0.34863 0.570 -0.793 1.073 0.236
H -1.16560 -2.18398 0.01683 -0.244 0.775 -1.327 0.256
H 1.19493 1.99640 0.67142 -0.227 0.286 0.060 0.239
H 0.41037 1.22594 2.00937 -1.731 0.579 2.278 0.202
H 2.19432 1.09877 1.74705 -0.612 -0.603 0.012 0.224
H -2.83014 2.78464 -2.88172 0.611 -0.448 0.392 0.453
H -1.46619 2.42579 -3.94102 -1.122 0.067 0.787 0.434
H 0.34380 0.36783 -0.50673 -0.477 -0.859 0.626 0.436
```
Forces are in eV/Å.

Calculated values
charge	+1
HOMO energy	-13.140	eV

=====

3.
Formula: C19H19N3O3S
Source: the Open Molecules 2025 dataset
Level of theory: ωB97M-V/def2-TZVPD

Geometry as XYZ:
```
45
Properties=species:S:1:pos:R:3:forces:R:3:nbo_charge:R:1
C 1.23515 1.20698 0.51898 0.045 0.258 -0.060 -0.435
N 1.16573 -0.20228 0.26628 0.335 -0.181 0.356 -0.547
C 2.07091 -0.86929 -0.30561 -0.724 -0.347 0.094 0.335
N 3.31464 -0.52095 -0.75085 0.189 -0.178 -0.466 -0.636
C 4.18647 0.39018 -0.14962 0.330 0.314 0.296 0.144
C 5.10972 1.07388 -0.93723 -0.143 -0.101 0.026 -0.245
C 5.98571 1.96918 -0.35545 0.066 -0.006 0.035 -0.188
C 5.95447 2.19136 1.01206 0.079 0.088 0.043 -0.232
C 5.05522 1.49371 1.79968 0.020 0.025 0.001 -0.206
C 4.18039 0.58775 1.22864 -0.026 -0.108 -0.130 -0.206
H 3.50916 0.01005 1.84615 -0.096 -0.034 0.048 0.214
H 5.04190 1.64376 2.86902 -0.003 0.009 0.084 0.217
H 6.63700 2.89566 1.46227 0.055 0.064 0.037 0.216
H 6.69542 2.49875 -0.97336 0.053 0.040 -0.054 0.217
H 5.13037 0.89975 -2.00329 -0.033 0.020 -0.117 0.215
H 3.68030 -1.06043 -1.52296 -0.079 0.065 0.083 0.412
S 1.67344 -2.56339 -0.68082 0.034 -0.298 -0.112 0.250
C -0.11208 -2.52092 -0.35765 0.743 0.104 -0.068 -0.439
C -0.51443 -2.48218 1.10354 -0.027 -0.074 0.188 -0.514
C -1.60500 -1.43252 1.17169 0.297 -0.382 0.174 0.722
O -2.30007 -1.18858 2.12043 -0.082 0.060 0.196 -0.568
N -1.65653 -0.78862 -0.05318 -0.510 0.324 -0.161 -0.522
C -0.73436 -1.27200 -0.96841 -0.062 -0.427 -0.386 0.748
O -0.55457 -0.85990 -2.08074 -0.059 -0.011 -0.020 -0.571
C -2.53248 0.29422 -0.33420 -0.148 0.342 -0.133 0.236
C -2.09762 1.37079 -1.09142 0.150 -0.125 0.074 -0.272
C -2.97795 2.40988 -1.34824 -0.095 -0.039 0.085 -0.183
C -4.26303 2.38766 -0.85077 -0.170 -0.078 0.105 -0.282
C -4.69963 1.30304 -0.08738 0.291 0.051 -0.178 0.391
C -3.83185 0.24611 0.15800 -0.294 -0.024 0.083 -0.356
H -4.14281 -0.60611 0.73695 -0.032 -0.023 0.053 0.240
O -5.97920 1.36659 0.36281 0.072 0.210 -0.146 -0.509
C -6.45990 0.32188 1.17631 -0.069 -0.153 0.118 -0.255
H -5.84958 0.20080 2.07625 -0.010 -0.007 -0.035 0.183
H -7.47038 0.61198 1.45975 0.068 -0.067 0.004 0.200
H -6.49650 -0.62655 0.63070 0.018 0.027 0.027 0.175
H -4.95261 3.19519 -1.03725 -0.085 0.104 -0.024 0.222
H -2.64848 3.24994 -1.94036 0.021 0.076 -0.055 0.216
H -1.09663 1.39090 -1.48626 0.065 -0.017 -0.032 0.237
H -0.86949 -3.43559 1.49352 -0.067 0.064 -0.028 0.242
H 0.30998 -2.14091 1.73187 -0.101 -0.017 -0.034 0.265
H -0.50300 -3.39786 -0.88047 -0.038 0.121 0.004 0.262
H 1.71644 1.40192 1.48078 -0.035 0.098 -0.011 0.206
H 0.20998 1.57393 0.57004 0.079 0.155 0.011 0.211
H 1.78621 1.75176 -0.25383 -0.020 0.077 0.024 0.190
```
Forces are in eV/Å.

Calculated values
HOMO energy	-8.396	eV

=====

4.
Formula: C2H5O2S2
Source: the Open Molecules 2025 dataset
Level of theory: ωB97M-V/def2-TZVPD

Geometry as XYZ:
```
11
Properties=species:S:1:pos:R:3:forces:R:3:nbo_charge:R:1
C -2.01821 0.79601 0.13737 1.482 0.342 -1.066 -0.714
S -1.72457 -0.24408 -1.50749 0.733 0.986 1.740 -0.028
S 0.43839 -0.10115 -1.52564 -1.661 2.015 0.377 -0.125
H -0.98508 0.80095 0.60403 -1.171 -0.122 -0.254 0.296
H -2.71444 0.38023 0.88261 0.121 -0.097 -0.754 0.221
H -2.30071 1.83498 -0.21226 0.153 -1.261 0.487 0.194
H 0.35752 1.31170 -1.24557 0.430 -1.996 -0.556 0.138
O 0.51367 -0.28679 1.87264 1.752 0.656 0.048 -0.809
C 1.70378 0.16599 2.00999 -0.056 -1.409 0.971 0.621
O 2.77846 -0.44718 2.34182 -2.017 1.237 -0.851 -0.783
H 1.77100 1.29560 1.90143 0.234 -0.351 -0.143 -0.011
```
Forces are in eV/Å.

Calculated values
charge	-1
HOMO energy	-4.150	eV

=====

Listing energy above the lowest of the compared OMol25 structures with the same formula, charge and spin for the structures above in their given order: 18.12 83.78 28.94 34.89 kcal per mole.